Below is a 10-piece molecular cluster, C23H64F6O19PS9 overall in a non-equilibrium geometry, with properties calculated with ωB97M-V with the def2-TZVPD basis set.

As for the maximum force: 0.0378 Eh/bohr. Its total charge is -1. As for the gap between HOMO and LUMO: 8.0 eV. As for the energy above the lowest of the compared OMol25 structures with the same formula, charge and spin: 0.0 kcal/mol.

Geometry as XYZ:
```
122
Properties=species:S:1:pos:R:3:forces:R:3:lowdin_charge:R:1
P 0.4527 0.4468 0.5550 0.381 -0.208 -1.355 0.208
F -0.2100 0.7777 -0.9144 -0.086 0.002 0.488 -0.195
F 1.5179 1.6439 0.4425 -0.467 0.235 0.036 -0.141
F -0.6654 1.4300 1.1887 0.174 -0.167 0.530 -0.150
F 1.0561 0.0471 1.9925 0.180 0.195 -0.051 -0.144
F -0.5420 -0.8270 0.6950 -0.131 0.026 -0.012 -0.161
F 1.5067 -0.4817 -0.2828 0.121 -0.235 0.620 -0.166
O -4.8374 -1.4530 -1.3751 -0.392 0.361 0.278 -0.266
S -4.9236 -0.5941 -0.2279 0.955 0.174 0.414 0.607
O -5.6758 0.6256 -0.2278 -0.217 -0.295 -0.223 -0.282
O -5.4759 -1.4141 1.0322 0.383 0.168 -0.915 -0.253
C -4.8409 -2.6858 1.3332 -0.074 -0.010 0.927 -0.250
C -4.3355 -2.6059 2.7618 0.608 -1.406 -0.048 -0.061
C -3.2600 -0.2110 0.3437 -1.130 -1.152 -0.479 -0.118
H -4.0183 -2.9932 0.6932 -0.156 0.516 -0.477 0.077
H -5.6146 -3.4419 1.2201 -0.042 -0.002 0.083 0.127
H -3.9876 -3.6206 3.0111 -0.472 -0.019 0.131 0.089
H -5.1064 -2.3091 3.4663 0.074 0.175 0.047 0.081
H -3.3903 -2.0764 2.8909 -0.354 0.731 -0.229 0.055
H -2.7626 -1.1749 0.3556 0.200 0.055 0.299 0.048
H -3.4389 0.1922 1.3346 0.505 0.261 0.037 0.087
H -2.7498 0.4328 -0.3641 -0.190 -0.331 0.289 0.028
O -0.7834 -4.5976 -0.5220 -0.431 0.001 -0.159 -0.275
S -2.1626 -4.7330 -0.9032 0.650 0.270 -1.095 0.606
O -3.1029 -5.2573 0.0379 -0.124 0.598 -0.097 -0.268
O -2.6867 -3.3228 -1.4453 -0.649 -0.869 0.597 -0.269
C -1.8209 -2.4205 -2.1435 1.082 0.634 -0.428 -0.240
C -1.2083 -2.9166 -3.4433 0.139 -0.143 -0.195 -0.073
C -2.2498 -5.7442 -2.3810 -0.584 -0.806 0.401 -0.107
H -1.0621 -2.0468 -1.4533 0.089 -0.280 0.048 0.105
H -2.4033 -1.5483 -2.4367 -0.536 -0.203 0.428 0.122
H -0.6092 -3.8258 -3.4083 -0.085 -0.063 0.389 0.060
H -0.5131 -2.1461 -3.7815 -0.173 0.146 -0.062 0.071
H -1.9721 -3.0484 -4.2122 -0.001 0.041 0.004 0.088
H -2.4461 -5.2063 -3.2993 0.479 0.347 0.089 0.055
H -3.0984 -6.4232 -2.2780 0.027 0.087 0.313 0.068
H -1.3496 -6.3544 -2.3777 0.126 0.201 -0.292 0.074
O -0.1583 5.7331 3.9135 -0.153 -0.007 -0.008 -0.292
S 0.9228 5.3319 3.0643 0.338 -0.615 -0.344 0.585
O 1.8719 6.2966 2.6066 -0.085 -0.151 0.055 -0.275
O 1.7831 4.1968 3.8126 -0.492 0.452 -0.399 -0.259
C 1.1071 3.3569 4.7706 0.278 0.190 0.766 -0.273
C 2.1980 2.7489 5.6156 0.512 -0.663 0.451 -0.074
C 0.3330 4.3740 1.6741 0.336 0.706 0.569 -0.110
H 0.4670 2.5975 4.3183 0.221 0.052 -0.396 0.091
H 0.4710 3.9866 5.3946 0.018 0.023 -0.076 0.111
H 1.7802 2.2281 6.4809 -0.142 0.108 -0.052 0.075
H 2.9113 3.4865 5.9856 -0.309 0.290 0.000 0.081
H 2.8242 2.0085 5.1119 -0.303 0.031 -0.376 0.081
H -0.3834 3.6532 2.0536 0.063 -0.148 -0.150 0.053
H 1.2361 3.9238 1.2733 -0.189 -0.257 -0.156 0.059
H -0.1106 5.0536 0.9501 -0.065 0.015 0.053 0.077
O -3.1683 1.9037 -3.2600 0.098 0.165 -0.198 -0.261
S -3.3039 3.0857 -2.4749 -0.716 0.466 1.744 0.605
O -2.6245 4.3226 -2.7559 -0.089 -0.485 -0.469 -0.289
O -4.8972 3.3859 -2.3814 0.841 -0.038 -0.581 -0.252
C -5.3172 4.7598 -2.3749 -0.622 0.220 -0.050 -0.271
C -5.3495 5.3193 -0.9703 0.810 1.118 -0.052 -0.073
C -2.9895 2.6705 -0.7520 -0.099 -0.270 -1.088 -0.105
H -6.3108 4.7747 -2.8269 -0.064 -0.362 0.187 0.120
H -4.7120 5.3559 -3.0569 0.298 -0.055 0.244 0.109
H -4.3400 5.5924 -0.6432 0.098 -0.533 0.063 0.072
H -5.8144 4.6787 -0.2274 -0.154 -0.108 -0.141 0.084
H -5.8054 6.3150 -0.9731 -0.492 -0.263 -0.071 0.079
H -2.8632 3.5840 -0.1839 -0.037 0.026 0.061 0.075
H -2.1027 2.0356 -0.7439 0.165 0.548 0.042 0.027
H -3.8396 2.0630 -0.4455 -0.083 0.462 0.121 0.035
O 2.5852 -5.2982 0.4861 0.058 0.452 -0.445 -0.285
S 2.7805 -4.0470 1.1565 0.121 -0.064 0.745 0.600
O 3.3381 -4.0871 2.4843 -0.257 0.262 -0.402 -0.288
O 3.7546 -3.1631 0.2192 -0.729 -0.329 0.313 -0.274
C 4.1216 -1.9075 0.8264 1.286 0.819 0.206 -0.260
C 4.9529 -1.1042 -0.1761 -0.773 -1.018 -0.091 -0.063
C 1.2645 -3.0949 1.1129 0.578 -0.233 0.049 -0.126
H 4.7753 -2.1419 1.6679 -0.325 0.020 0.234 0.116
H 3.2599 -1.3314 1.1585 -0.168 -0.222 -0.042 0.096
H 5.2214 -0.1246 0.2070 0.013 -0.063 0.210 0.052
H 4.3638 -0.9799 -1.0844 0.200 0.171 -0.109 0.055
H 5.8351 -1.7075 -0.3892 0.152 0.293 -0.241 0.087
H 1.2672 -2.6435 0.1285 -0.414 -0.118 -0.101 0.037
H 1.2322 -2.3030 1.8523 0.364 -0.057 0.131 0.047
H 0.4362 -3.7745 1.2713 0.039 -0.148 -0.183 0.059
C 4.0881 -4.7585 -3.7451 -0.621 0.384 -0.355 -0.250
S 3.9956 -3.0138 -3.2636 0.733 0.479 0.492 0.809
O 4.0275 -2.1114 -4.4552 -0.422 -0.565 0.042 -0.546
C 2.3159 -3.0282 -2.6024 0.298 -0.325 -0.937 -0.248
H 4.3307 -5.2830 -2.8232 0.096 -0.225 -0.133 0.051
H 4.8428 -4.8436 -4.5234 0.298 0.015 0.276 0.049
H 3.1506 -5.1149 -4.1780 -0.064 0.027 0.157 0.050
H 2.0885 -2.0163 -2.2787 0.003 -0.111 0.337 0.025
H 2.2563 -3.7940 -1.8330 -0.093 0.144 0.171 0.043
H 1.6941 -3.2901 -3.4576 -0.234 0.019 0.053 0.045
C 7.1021 1.8354 -1.2528 0.243 -0.315 -0.054 -0.272
S 5.4575 1.9118 -2.0176 -0.367 0.668 -0.242 0.788
O 5.5098 2.9789 -3.0549 0.550 -0.321 0.245 -0.545
C 4.5798 2.6936 -0.6308 0.915 -0.778 0.788 -0.249
H 7.7490 1.3393 -1.9774 -0.027 0.154 -0.113 0.044
H 7.1332 1.2173 -0.3534 -0.303 0.084 0.054 0.040
H 7.4800 2.8353 -1.0423 -0.154 0.070 -0.059 0.053
H 4.2071 1.9240 0.0500 -0.476 -0.020 -0.342 0.030
H 3.8032 3.3154 -1.0565 -0.061 0.021 0.038 0.043
H 5.3139 3.2172 -0.0154 -0.143 0.579 -0.342 0.047
C -2.6077 0.5334 5.4870 0.831 0.460 -0.404 -0.248
S -0.8224 0.1837 5.6045 -0.151 -0.994 -0.058 0.817
O -0.5347 -0.6638 6.8025 -0.302 0.444 -0.159 -0.558
C -0.7748 -0.9594 4.1971 0.618 0.410 -0.037 -0.260
H -2.8565 1.1784 6.3258 -0.259 -0.373 0.217 0.046
H -3.1794 -0.3805 5.3603 -0.160 0.012 0.357 0.047
H -2.6913 1.1597 4.5937 -0.098 -0.133 -0.075 0.047
H -1.0281 -0.4004 3.2957 -0.214 -0.204 -0.032 0.028
H -1.3559 -1.8645 4.3626 -0.341 0.225 0.151 0.057
H 0.2667 -1.2650 4.0941 0.018 0.099 0.063 0.045
C 1.5157 0.2908 -3.7658 0.055 -0.120 0.241 -0.250
S 1.9004 1.9143 -3.0863 0.029 0.395 0.474 0.798
O 2.7145 2.6721 -4.0702 -0.284 -0.195 -0.243 -0.536
C 0.2100 2.5424 -3.1731 -0.572 -0.467 -0.524 -0.257
H 2.4222 -0.3147 -3.7627 0.147 0.247 -0.309 0.022
H 1.1154 0.4198 -4.7707 0.022 -0.113 -0.028 0.065
H 0.8138 -0.2100 -3.0944 -0.199 0.247 -0.057 0.029
H 0.1171 3.6239 -3.1266 0.499 0.043 0.172 0.056
H -0.3783 2.0764 -2.3841 0.192 0.192 -0.157 0.008
H -0.2058 2.2184 -4.1310 -0.010 0.121 -0.026 0.057
```
Positions in Å, forces in eV/Å.

Below is a 2-piece molecular cluster, C3H8N2O overall, with properties calculated with ωB97M-V with the def2-TZVPD basis set.

As for the maximum force: 0.0168 Eh/bohr. As for the gap between HOMO and LUMO: 9.7 eV. As for the energy above the lowest of the compared OMol25 structures with the same formula, charge and spin: 32.7 kcal/mol.

Geometry as XYZ:
```
14
Properties=species:S:1:pos:R:3:forces:R:3:lowdin_charge:R:1
N -1.4658 -0.8777 1.7458 -0.044 0.470 -0.121 0.129
C -1.4533 0.2898 1.3468 -0.259 0.418 0.140 -0.418
O -1.5280 1.4211 1.0507 0.055 -0.835 0.209 0.137
H -2.1349 -1.0734 2.4779 -0.072 0.000 0.068 0.074
C 1.5115 0.4280 0.1224 0.063 0.055 0.010 -0.132
N 0.2968 -0.2934 -0.1928 0.118 -0.125 -0.062 -0.237
C -0.1421 -0.2011 -1.5698 0.002 0.002 -0.025 -0.129
H 1.7990 0.2111 1.1585 -0.012 0.066 -0.231 0.083
H 2.3596 0.1853 -0.5419 -0.124 0.028 0.125 0.076
H 1.3153 1.5063 0.0451 0.068 -0.184 0.000 0.082
H 0.2990 -1.2431 0.1584 0.124 0.123 -0.188 0.094
H -0.3561 0.8494 -1.8072 0.036 -0.187 0.027 0.083
H 0.5978 -0.5748 -2.2992 -0.118 0.073 0.102 0.076
H -1.0709 -0.7707 -1.6845 0.162 0.097 -0.056 0.082
```
Positions in Å, forces in eV/Å.